Entry from OMol25: an isolated ion of composition C5H10N3 and charge +1 at a distorted geometry (the ωB97M-V functional and the def2-TZVPD basis).

The geometry in ORCA input format:
```
! wB97M-V def2-TZVPD RIJCOSX def2/J DEFGRID3
* xyz 1 1
C 0.80 -1.37 -0.91
C 0.05 -0.24 -1.18
C 1.14 -1.71 0.32
C -1.72 0.51 0.51
C -0.18 2.11 -0.58
N 0.49 0.60 1.09
N 1.83 -2.17 1.28
N -0.38 0.65 0.05
H 0.81 -2.15 -1.68
H -0.11 0.15 -2.26
H -2.57 0.83 -0.09
H -1.77 -0.58 0.87
H -1.97 1.00 1.40
H 0.77 2.17 -1.08
H -0.88 2.05 -1.39
H -0.44 2.83 0.24
H 2.81 -2.32 1.36
H 1.32 -2.36 2.05
*
```

Its HOMO energy (alpha / beta) is -11.92 / -12.01 eV. The value obtained for the energy above the lowest of the compared OMol25 structures with the same formula, charge and spin is 223.10 kcal/mol. The value obtained for the total energy is -360.21957 a.u. For the lowest unoccupied orbital energy (alpha / beta), the calculation gives -5.4992 / -5.3924 eV.

=====

Entry from OMol25: a 10-piece molecular cluster, C36H47Cl6F4N3O3 overall at a distorted geometry (the ωB97M-V functional and the def2-TZVPD basis).

The geometry in ORCA input format:
```
! wB97M-V def2-TZVPD RIJCOSX def2/J DEFGRID3
* xyz -1 2
C 2.76 -1.18 -0.09
C 1.30 -0.87 -0.08
O 0.82 -0.43 -1.08
N 0.63 -1.03 1.06
C -0.72 -0.52 1.25
H 3.32 -0.25 -0.18
H 2.96 -1.90 -0.88
H 3.11 -1.58 0.87
H 1.20 -1.13 1.88
H -0.66 0.57 1.23
H -1.24 -0.89 2.13
H -1.42 -0.74 0.44
C -4.44 6.22 -0.56
C -4.37 4.77 -0.14
O -5.41 4.11 -0.01
N -3.15 4.25 0.10
C -2.85 2.90 0.52
H -4.80 6.22 -1.59
H -3.50 6.77 -0.56
H -5.13 6.85 0.00
H -2.31 4.78 -0.02
H -2.69 2.25 -0.34
H -3.56 2.35 1.13
H -1.91 2.80 1.06
C 2.79 2.89 -5.01
C 4.09 3.01 -4.26
O 4.82 3.92 -4.49
N 4.38 2.20 -3.26
C 3.55 1.13 -2.75
H 2.21 3.81 -4.93
H 2.12 2.19 -4.51
H 3.02 2.54 -6.02
H 5.23 2.39 -2.74
H 2.74 1.50 -2.12
H 4.20 0.36 -2.35
H 3.00 0.58 -3.51
C -2.12 -3.74 0.07
Cl -2.52 -3.27 -1.64
Cl -2.46 -5.48 0.20
H -1.09 -3.56 0.36
H -2.83 -3.16 0.67
C 3.17 1.92 4.07
Cl 4.18 0.96 5.15
Cl 2.95 1.02 2.52
H 2.19 2.05 4.53
H 3.58 2.92 3.88
C -0.96 4.27 3.22
Cl -0.18 2.64 3.08
Cl -2.58 4.11 3.91
H -0.39 4.91 3.89
H -1.01 4.82 2.28
F -4.06 -2.23 2.85
C -4.01 -1.39 3.94
C -3.65 -0.03 3.84
C -3.61 0.77 5.00
C -3.83 0.16 6.23
C -4.28 -1.15 6.31
C -4.38 -1.91 5.16
H -3.43 0.37 2.86
H -3.36 1.82 5.05
H -3.78 0.72 7.15
H -4.47 -1.56 7.29
H -4.71 -2.94 5.18
F -4.82 -0.87 -4.73
C -3.91 -0.01 -4.13
C -4.18 1.36 -4.01
C -3.30 2.21 -3.44
C -2.09 1.68 -2.97
C -1.76 0.37 -3.11
C -2.71 -0.51 -3.65
H -5.07 1.72 -4.51
H -3.62 3.23 -3.29
H -1.35 2.31 -2.51
H -0.82 -0.07 -2.83
H -2.62 -1.58 -3.80
F 1.57 -0.52 -5.11
C 1.64 -1.84 -5.02
C 1.45 -2.53 -3.82
C 1.36 -3.90 -3.79
C 1.68 -4.62 -4.96
C 1.88 -3.95 -6.20
C 1.84 -2.55 -6.19
H 1.12 -1.97 -2.96
H 0.98 -4.44 -2.94
H 1.57 -5.69 -4.93
H 2.01 -4.44 -7.15
H 1.97 -1.99 -7.10
F 2.48 -2.34 2.93
C 3.52 -3.04 3.30
C 4.80 -2.54 3.22
C 5.92 -3.35 3.59
C 5.65 -4.65 4.16
C 4.34 -5.02 4.53
C 3.32 -4.21 4.07
H 4.95 -1.58 2.74
H 6.91 -2.95 3.44
H 6.46 -5.31 4.43
H 4.11 -5.88 5.14
H 2.28 -4.41 4.30
*
```

Its HOMO energy (alpha / beta) is -0.15 / -7.04 eV. The value obtained for the total energy is -4950.53018 a.u. For the lowest unoccupied orbital energy (alpha / beta), the calculation gives 1.8639 / 1.8565 eV.

=====

Entry from OMol25: C19H14Cl4N7O3Pt as an isolated structure at a distorted geometry (the ωB97M-V functional and the def2-TZVPD basis).

The geometry in ORCA input format:
```
! wB97M-V def2-TZVPD RIJCOSX def2/J DEFGRID3
* xyz -1 1
Pt 0.31 -0.80 -0.40
Cl 6.07 -0.52 -4.34
C 4.97 -0.82 -3.05
C 5.42 -1.41 -1.87
Cl 7.07 -1.89 -1.72
C 4.54 -1.61 -0.81
Cl 5.10 -2.34 0.65
C 3.19 -1.22 -0.88
O 2.38 -1.38 0.11
C 2.71 -0.65 -2.12
O 1.48 -0.30 -2.23
C 3.63 -0.47 -3.17
Cl 3.06 0.23 -4.64
N -0.73 -2.54 0.47
C -0.88 -3.62 0.03
N -0.97 -4.82 -0.30
C -1.90 -5.58 -0.73
N -2.70 -6.33 -1.10
C -5.15 2.12 -1.66
C -3.87 1.35 -1.49
C -2.62 1.94 -1.63
C -1.48 1.18 -1.55
N -1.50 -0.14 -1.31
C -2.70 -0.72 -1.15
C -3.89 -0.03 -1.23
H -4.94 3.18 -1.77
H -5.80 1.97 -0.80
H -5.68 1.78 -2.55
H -2.55 3.00 -1.85
H -0.49 1.61 -1.69
H -2.70 -1.78 -0.96
H -4.83 -0.55 -1.14
C 1.58 3.49 2.72
N 0.80 2.28 2.81
C 0.43 1.78 4.00
C -0.23 0.60 4.09
C -0.48 -0.12 2.88
N -0.12 0.40 1.71
C 0.52 1.58 1.60
O 0.84 2.08 0.54
N -1.10 -1.30 2.87
H 1.54 4.04 3.66
H 1.19 4.11 1.91
H 2.62 3.26 2.48
H 0.67 2.36 4.88
H -0.54 0.20 5.04
H -1.22 -1.79 3.74
H -1.05 -1.83 1.98
*
```

Its HOMO energy (alpha / beta) is -3.53 / -3.55 eV. The value obtained for the energy above the lowest of the compared OMol25 structures with the same formula, charge and spin is 59.20 kcal/mol. The value obtained for the total energy is -3301.61084 a.u. For the lowest unoccupied orbital energy (alpha / beta), the calculation gives 2.0643 / 2.0607 eV.

=====

Entry from OMol25: one molecule with the formula C7H12N2O at a distorted geometry (the ωB97M-V functional and the def2-TZVPD basis).

The geometry in ORCA input format:
```
! wB97M-V def2-TZVPD RIJCOSX def2/J DEFGRID3
* xyz 0 1
H -1.24 1.78 -0.95
N -2.06 1.22 -0.78
C -1.85 0.09 -0.22
N -3.01 -0.59 0.10
C -0.64 -0.92 -0.39
C -0.42 -1.87 0.51
C 0.44 -0.39 -1.31
C 1.64 -0.16 -0.46
O 2.63 -1.05 -0.74
C 1.57 0.53 0.70
C 1.07 1.93 0.89
H -3.88 -0.10 -0.02
H -2.99 -1.55 0.38
H 0.56 -2.29 0.70
H -1.17 -2.25 1.18
H 0.17 0.54 -1.82
H 0.66 -1.13 -2.08
H 3.33 -1.00 -0.08
H 2.37 0.30 1.40
H 1.52 2.68 0.25
H -0.01 1.97 0.82
H 1.30 2.23 1.92
*
```

Its HOMO energy is -8.06 eV. The value obtained for the energy above the lowest of the compared OMol25 structures with the same formula, charge and spin is 66.76 kcal/mol. The value obtained for the total energy is -458.58248 a.u. For the lowest unoccupied orbital energy, the calculation gives 0.7240 eV. The SMILES is [H]/N=C(/N)C(=C)C/C(O)=C\C.

=====

Entry from OMol25: C18H38BaNO23P4 as an isolated structure at a distorted geometry (the ωB97M-V functional and the def2-TZVPD basis).

The geometry in ORCA input format:
```
! wB97M-V def2-TZVPD RIJCOSX def2/J DEFGRID3
* xyz -1 1
Ba 2.79 -0.69 1.01
C -0.65 -3.72 -3.00
C -0.11 -2.84 -3.98
C 0.79 -1.67 -3.55
O 1.27 -0.92 -4.39
C 1.05 -1.53 -2.15
C 0.54 -2.40 -1.20
C -0.36 -3.58 -1.63
O -0.75 -4.34 -0.72
O 0.91 -2.38 0.02
O -0.26 -3.09 -5.18
H -1.21 -4.61 -3.25
H 1.77 -0.78 -1.83
N 0.17 1.25 0.47
O 1.30 1.35 -0.10
O -0.02 0.36 1.32
O -0.70 2.07 0.20
C 6.59 2.76 1.57
O 5.49 3.14 0.76
P 5.16 2.31 -0.54
O 4.58 1.00 -0.28
O 4.24 3.33 -1.27
C 3.20 2.84 -2.16
O 6.50 2.28 -1.37
C 7.17 1.05 -1.67
H 7.15 3.66 1.84
H 7.30 2.09 1.09
H 6.20 2.34 2.50
H 3.33 1.80 -2.45
H 3.29 3.38 -3.11
H 2.22 2.97 -1.71
H 7.24 0.92 -2.75
H 6.63 0.20 -1.27
H 8.17 1.12 -1.24
C -6.27 -1.23 -3.47
O -5.10 -0.92 -4.22
P -3.66 -1.48 -3.80
O -2.60 -1.18 -4.74
O -3.54 -0.86 -2.36
C -2.40 -0.04 -2.06
O -3.87 -3.01 -3.48
C -4.17 -3.91 -4.54
H -6.86 -0.31 -3.35
H -6.04 -1.61 -2.47
H -6.87 -1.98 -3.99
H -1.50 -0.32 -2.60
H -2.23 -0.03 -0.98
H -2.69 1.01 -2.23
H -5.24 -4.07 -4.63
H -3.70 -4.86 -4.31
H -3.74 -3.55 -5.49
C 0.61 1.06 4.70
O 1.52 2.17 4.73
P 2.40 2.49 3.49
O 2.86 1.31 2.74
O 1.50 3.44 2.64
C 1.99 4.08 1.46
O 3.58 3.33 4.07
C 3.30 4.52 4.82
H 0.92 0.32 5.43
H 0.49 0.66 3.69
H -0.39 1.40 5.00
H 2.61 3.41 0.85
H 2.52 5.00 1.69
H 1.13 4.33 0.84
H 3.18 5.36 4.13
H 4.15 4.74 5.47
H 2.42 4.40 5.44
C -3.22 0.63 2.22
O -3.85 -0.55 1.71
P -3.46 -1.97 2.25
O -2.07 -2.32 2.13
O -4.07 -1.98 3.72
C -4.55 -3.19 4.28
O -4.43 -2.92 1.47
C -4.14 -3.26 0.10
H -2.35 0.39 2.82
H -3.94 1.20 2.82
H -2.95 1.25 1.37
H -3.74 -3.83 4.62
H -5.15 -3.79 3.60
H -5.19 -2.94 5.13
H -4.78 -2.66 -0.55
H -4.32 -4.32 -0.02
H -3.09 -3.10 -0.12
*
```

Its HOMO energy is -2.55 eV. The value obtained for the energy above the lowest of the compared OMol25 structures with the same formula, charge and spin is 91.48 kcal/mol. The value obtained for the total energy is -3885.24816 a.u. For the lowest unoccupied orbital energy, the calculation gives 0.9926 eV.

=====

Entry from OMol25: one molecule with the formula C11H10BNO4S at a distorted geometry (the ωB97M-V functional and the def2-TZVPD basis).

The geometry in ORCA input format:
```
! wB97M-V def2-TZVPD RIJCOSX def2/J DEFGRID3
* xyz 0 1
O -2.87 1.16 -3.58
C -1.93 0.42 -3.48
N -0.52 0.65 -3.35
C -0.08 2.00 -3.32
O 0.92 2.41 -2.85
C 0.43 -0.45 -2.99
C 0.82 -0.61 -1.51
C 2.21 -0.77 -1.15
C 2.56 -0.68 0.19
C 1.54 -0.49 1.17
S 1.64 -0.67 2.90
C -0.04 -0.31 3.15
B -0.69 -0.29 4.60
O -0.05 -0.23 5.80
O -2.12 -0.16 4.56
C -0.67 -0.15 1.97
C 0.21 -0.22 0.76
C -0.12 -0.35 -0.59
H -2.25 -0.63 -3.52
H -0.82 2.75 -3.68
H -0.09 -1.35 -3.29
H 1.40 -0.33 -3.55
H 2.94 -0.73 -1.93
H 3.56 -0.91 0.58
H -0.61 -0.06 6.55
H -2.46 0.07 5.42
H -1.74 0.16 2.05
H -1.15 -0.23 -0.91
*
```

Its HOMO energy is -8.44 eV. The value obtained for the energy above the lowest of the compared OMol25 structures with the same formula, charge and spin is 14.51 kcal/mol. The value obtained for the total energy is -1204.03165 a.u. For the lowest unoccupied orbital energy, the calculation gives 0.1642 eV. The SMILES is O=CN(C=O)Cc1ccc2sc(B(O)O)cc2c1.